(1)
{"formula": "C51H35Cl2INO30", "method": "ωB97M-V/def2-TZVPD", "orbital_gap_ev": 6.08, "homo_ev": -10.58, "spin_multiplicity": 1, "lumo_energy_ev": -4.496, "charge": 1, "symbols": ["C", "C", "Cl", "C", "Cl", "C", "C", "C", "C", "O", "O", "I", "C", "C", "N", "H", "H", "H", "H", "H", "H", "H", "C", "C", "C", "O", "C", "C", "C", "O", "O", "O", "H", "H", "H", "H", "C", "C", "C", "O", "C", "C", "C", "O", "O", "O", "H", "H", "H", "H", "C", "C", "C", "O", "C", "C", "C", "O", "O", "O", "H", "H", "H", "H", "C", "C", "C", "O", "C", "C", "C", "O", "O", "O", "H", "H", "H", "H", "C", "C", "C", "O", "C", "C", "C", "O", "O", "O", "H", "H", "H", "H", "C", "C", "C", "O", "C", "C", "C", "O", "O", "O", "H", "H", "H", "H", "C", "C", "C", "O", "C", "C", "C", "O", "O", "O", "H", "H", "H", "H"], "coordinates": [[1.1785, -2.1760, -4.5120], [-0.0884, -1.6338, -3.9492], [-0.3137, 0.0607, -4.1280], [-1.0542, -2.4016, -3.4145], [-0.7192, -4.0794, -3.2850], [-2.4269, -2.0437, -3.0243], [-3.4782, -2.9348, -3.2522], [-4.7824, -2.5795, -2.9245], [-5.9113, -3.5497, -3.1065], [-6.8093, -3.5867, -2.3374], [-5.7555, -4.2904, -4.2045], [-5.9574, -6.2691, -3.9633], [-5.0631, -1.3209, -2.3923], [-4.0025, -0.4631, -2.1779], [-2.7420, -0.8453, -2.4669], [1.7955, -1.3795, -4.9049], [0.9364, -2.8486, -5.3318], [1.7384, -2.6990, -3.7468], [-3.2739, -3.8954, -3.6877], [-6.0683, -1.0279, -2.1439], [-4.1075, 0.5247, -1.7633], [-2.0315, -0.1613, -2.2294], [-0.4982, 3.3067, -0.6291], [0.2024, 4.0544, 0.2472], [0.2658, 3.7148, 1.7246], [0.9451, 4.4490, 2.4116], [-0.4775, 2.5713, 2.2043], [-1.1703, 1.8323, 1.3284], [-1.1974, 2.1553, -0.1497], [-1.8648, 1.4134, -0.8750], [-1.8979, 0.7846, 1.6779], [0.8785, 5.1234, -0.0832], [-0.5504, 3.5444, -1.6821], [-0.4513, 2.3495, 3.2618], [-2.2912, 0.4249, 0.8651], [1.2806, 5.4793, 0.7363], [-4.0088, -2.3906, -9.4118], [-4.1136, -3.0906, -8.2731], [-3.2411, -2.8101, -7.0726], [-3.4384, -3.5016, -6.0833], [-2.2509, -1.7677, -7.1548], [-2.1394, -1.0650, -8.2947], [-3.0257, -1.3315, -9.4962], [-2.8399, -0.6187, -10.4609], [-1.2718, -0.0958, -8.4810], [-4.9776, -4.0725, -8.0869], [-4.6303, -2.5830, -10.2745], [-1.6208, -1.5836, -6.2955], [-1.4145, 0.2355, -9.3921], [-4.8473, -4.3991, -7.1768], [4.0818, -2.7035, -0.7978], [4.3731, -3.0905, 0.4559], [3.6220, -2.5689, 1.6666], [3.9602, -3.0047, 2.7450], [2.5562, -1.5999, 1.4615], [2.2788, -1.2237, 0.2103], [3.0145, -1.7587, -0.9868], [2.6067, -1.3314, -2.0579], [1.3357, -0.3587, -0.1482], [5.3199, -3.9571, 0.7501], [4.6108, -3.0757, -1.6641], [2.0272, -1.2235, 2.3257], [1.4126, -0.3060, -1.1250], [5.3346, -4.0796, 1.7231], [0.8738, -8.6932, -0.9327], [1.1204, -9.0902, 0.3259], [0.5710, -8.3495, 1.5243], [0.8425, -8.8012, 2.6179], [-0.2336, -7.1631, 1.2978], [-0.4744, -6.7708, 0.0413], [0.0625, -7.5199, -1.1569], [-0.2183, -7.0852, -2.2628], [-1.2047, -5.7054, -0.2623], [1.8489, -10.1421, 0.6391], [1.2624, -9.2168, -1.7944], [-0.6170, -6.6347, 2.1592], [-1.2366, -5.6430, -1.2341], [1.8571, -10.2012, 1.6149], [7.4296, -8.2864, -0.8213], [6.8008, -7.3408, -0.1102], [7.0293, -7.1622, 1.3770], [6.4093, -6.2608, 1.9181], [7.9415, -8.0508, 2.0541], [8.5713, -8.9992, 1.3427], [8.3591, -9.1683, -0.1467], [8.9944, -10.0525, -0.6868], [9.4231, -9.8633, 1.8555], [5.9334, -6.4788, -0.6178], [7.2749, -8.4208, -1.8823], [8.0892, -7.9238, 3.1170], [9.7288, -10.4266, 1.1167], [5.6579, -5.9024, 0.1254], [0.9475, 6.7935, 5.0702], [1.5001, 6.7247, 6.2897], [1.4402, 7.8767, 7.2679], [1.9625, 7.6950, 8.3505], [0.7801, 9.1014, 6.8615], [0.2311, 9.1673, 5.6416], [0.2732, 8.0091, 4.6720], [-0.2716, 8.1772, 3.5958], [-0.3982, 10.2352, 5.1702], [2.1393, 5.6680, 6.7586], [0.9859, 5.9742, 4.3655], [0.7523, 9.9250, 7.5614], [-0.7253, 10.0161, 4.2739], [2.4267, 5.9023, 7.6637], [-4.6159, 12.8672, 4.1688], [-5.3409, 13.7267, 4.9005], [-5.1332, 13.8987, 6.3902], [-5.8440, 14.7185, 6.9402], [-4.1244, 13.0995, 7.0493], [-3.3961, 12.2418, 6.3191], [-3.6040, 12.0751, 4.8274], [-2.8900, 11.2564, 4.2745], [-2.4367, 11.4815, 6.8136], [-6.2933, 14.4964, 4.4112], [-4.7618, 12.7361, 3.1062], [-3.9839, 13.2275, 8.1130], [-2.0261, 11.0003, 6.0642], [-6.6410, 15.0151, 5.1644]]}


(2)
{"formula": "C46H106F6N7O11P2", "method": "ωB97M-V/def2-TZVPD", "orbital_gap_ev": 6.91, "homo_ev": -17.81, "spin_multiplicity": 1, "lumo_energy_ev": -10.901, "charge": 5, "symbols": ["C", "C", "C", "O", "C", "C", "C", "O", "O", "O", "H", "H", "C", "C", "C", "C", "P", "C", "C", "C", "C", "C", "C", "C", "C", "C", "C", "C", "C", "H", "H", "H", "H", "H", "H", "H", "H", "H", "H", "H", "H", "H", "H", "H", "H", "H", "H", "H", "H", "H", "H", "H", "H", "H", "H", "H", "H", "H", "H", "H", "H", "H", "H", "H", "H", "C", "C", "C", "O", "C", "N", "H", "H", "H", "H", "H", "H", "H", "H", "H", "H", "H", "H", "C", "C", "C", "O", "C", "N", "H", "H", "H", "H", "H", "H", "H", "H", "H", "H", "H", "H", "C", "C", "C", "O", "C", "N", "H", "H", "H", "H", "H", "H", "H", "H", "H", "H", "H", "H", "C", "C", "O", "N", "H", "H", "C", "H", "H", "H", "H", "H", "H", "C", "C", "O", "N", "H", "H", "C", "H", "H", "H", "H", "H", "H", "C", "C", "O", "N", "H", "H", "C", "H", "H", "H", "H", "H", "H", "C", "C", "O", "N", "H", "H", "C", "H", "H", "H", "H", "H", "H", "P", "F", "F", "F", "F", "F", "F"], "coordinates": [[-12.8203, 17.3008, -2.0780], [-13.6108, 17.5370, -1.0265], [-14.8049, 18.4460, -1.1213], [-15.8412, 18.4758, -0.3180], [-15.0813, 19.1507, -2.2539], [-14.3315, 18.9296, -3.5103], [-13.0885, 17.9416, -3.4602], [-12.3754, 17.7202, -4.4625], [-14.5714, 19.5906, -4.5543], [-13.3317, 16.8491, 0.0555], [-11.9369, 16.7030, -1.9089], [-15.9456, 19.7950, -2.3180], [-3.4611, 17.2225, -1.0710], [-2.4848, 18.2092, -1.7072], [-3.1523, 19.3778, -2.4595], [-4.0722, 20.2738, -1.5627], [-5.5463, 20.9309, -2.4130], [-6.4151, 22.2569, -1.5108], [-5.5297, 23.4232, -1.0596], [-6.2220, 24.7285, -0.4674], [-5.0484, 25.5705, 0.1036], [-4.8741, 21.5608, -4.0693], [-5.9313, 22.4760, -4.8290], [-5.5090, 23.2444, -6.0269], [-4.0308, 23.8039, -5.7369], [-6.7742, 19.5437, -2.9040], [-7.9679, 19.4968, -1.8825], [-9.0077, 18.4063, -1.9805], [-9.3998, 18.1924, -3.4848], [-4.0763, 17.5968, -0.2528], [-2.9294, 16.4283, -0.5470], [-4.1330, 16.6891, -1.7435], [-1.9375, 17.6647, -2.4767], [-1.7231, 18.5850, -1.0241], [-3.6972, 19.1131, -3.3656], [-2.4415, 20.0515, -2.9381], [-3.4708, 21.0578, -1.1026], [-4.3463, 19.8752, -0.5859], [-6.9649, 21.7970, -0.6897], [-7.0526, 22.7462, -2.2472], [-5.2142, 23.7941, -2.0348], [-4.6582, 23.1935, -0.4465], [-6.8861, 24.5802, 0.3840], [-6.8893, 25.3388, -1.0760], [-4.3181, 25.1502, 0.7950], [-5.3438, 26.5229, 0.5439], [-4.2772, 25.6528, -0.6622], [-4.4909, 20.8482, -4.7997], [-4.0102, 22.1672, -3.7971], [-6.2123, 23.3068, -4.1816], [-6.8052, 21.8352, -4.9464], [-6.2749, 23.9875, -6.2492], [-5.4950, 22.5475, -6.8648], [-3.2164, 23.0836, -5.6596], [-3.9055, 24.3121, -4.7808], [-3.8092, 24.5988, -6.4490], [-6.3230, 18.5529, -2.8501], [-7.0180, 19.7285, -3.9502], [-8.3683, 20.5015, -2.0184], [-7.6224, 19.5503, -0.8501], [-9.8506, 18.7284, -1.3691], [-8.4499, 17.6648, -1.4086], [-10.1148, 17.4335, -3.8027], [-8.6434, 18.0727, -4.2605], [-9.9316, 19.0975, -3.7779], [-10.6632, 14.0610, -3.5214], [-12.0832, 13.8644, -4.0429], [-13.3143, 13.8768, -3.0780], [-14.3965, 13.7306, -3.9609], [-15.6866, 14.2255, -3.5796], [-12.2040, 15.0755, -4.9787], [-11.5424, 15.1174, -5.7407], [-13.1090, 15.2836, -5.3761], [-12.1107, 15.9182, -4.4298], [-10.5418, 13.1638, -2.9145], [-10.5279, 15.0109, -3.0042], [-9.9410, 14.0788, -4.3376], [-12.2218, 13.0294, -4.7296], [-13.2609, 14.7918, -2.4881], [-13.2357, 13.0275, -2.3994], [-15.9889, 13.8550, -2.6001], [-16.4376, 14.3065, -4.3654], [-15.6472, 15.2917, -3.3563], [-16.6909, 22.2727, 2.4784], [-15.9458, 22.2850, 1.1250], [-14.5288, 21.7106, 1.1370], [-13.9210, 22.0654, -0.0986], [-12.5232, 21.6337, -0.2958], [-16.7309, 21.3613, 0.1034], [-17.5714, 21.8542, -0.1624], [-16.1999, 21.1086, -0.7178], [-16.9407, 20.4525, 0.4909], [-17.4302, 21.4955, 2.6720], [-17.4400, 23.0619, 2.5429], [-16.0572, 22.1398, 3.3553], [-16.0362, 23.2736, 0.6748], [-14.5954, 20.6674, 1.4456], [-13.9939, 22.3219, 1.8639], [-12.2103, 21.8669, -1.3135], [-12.4660, 20.5677, -0.0757], [-11.8338, 22.1333, 0.3848], [-14.7154, 17.5575, 5.1920], [-14.2704, 18.2000, 3.8583], [-13.2951, 19.5112, 4.0674], [-12.3169, 19.5579, 2.9656], [-11.1716, 20.3984, 3.0867], [-13.6628, 17.0791, 3.0384], [-12.7079, 17.0576, 3.3667], [-14.1485, 16.1941, 3.0704], [-13.4809, 17.3497, 2.0825], [-15.1765, 18.3095, 5.8324], [-14.0314, 16.9558, 5.7904], [-15.5912, 16.9170, 5.0879], [-15.1327, 18.5506, 3.2911], [-12.6646, 19.3528, 4.9423], [-13.7751, 20.4662, 4.2811], [-10.5349, 20.0527, 3.9010], [-11.4525, 21.4372, 3.2606], [-10.5361, 20.5206, 2.2096], [-17.8181, 23.4675, -4.4395], [-16.9797, 22.2238, -3.9795], [-16.4393, 22.0831, -2.9087], [-16.7428, 21.0189, -4.9920], [-16.1968, 21.4005, -5.7512], [-16.0498, 20.5152, -4.4570], [-17.9153, 20.1127, -5.2338], [-18.2371, 24.0092, -3.5915], [-18.6646, 23.2228, -5.0811], [-17.2943, 24.1473, -5.1114], [-18.3259, 19.7018, -4.3115], [-17.6008, 19.2602, -5.8358], [-18.5887, 20.7886, -5.7610], [-10.5627, 20.9098, -6.8113], [-10.8924, 19.3643, -6.7602], [-10.0206, 18.5072, -6.9951], [-12.4239, 19.0648, -6.6950], [-12.5439, 18.3728, -5.9692], [-12.9160, 19.9019, -6.4172], [-13.0680, 18.5146, -7.9992], [-9.5603, 21.0512, -6.4072], [-11.0805, 21.6415, -6.1911], [-10.6996, 21.3134, -7.8145], [-14.1326, 18.3208, -7.8680], [-12.6996, 17.5045, -8.1779], [-12.9288, 19.2439, -8.7973], [-11.1998, 14.0101, 1.0595], [-9.9893, 14.8099, 0.6279], [-9.8394, 15.3910, -0.3895], [-8.9458, 14.9752, 1.7985], [-9.3950, 14.8861, 2.6988], [-8.3140, 14.1952, 1.6871], [-8.3028, 16.3909, 1.7464], [-11.2310, 13.7546, 2.1187], [-11.2510, 13.0037, 0.6439], [-12.1628, 14.4850, 0.8718], [-7.7814, 16.4997, 0.7954], [-7.5786, 16.3306, 2.5587], [-9.0690, 17.0866, 2.0886], [-19.2487, 14.2766, -0.1568], [-18.2342, 15.2698, -0.8020], [-18.2232, 15.7115, -1.9513], [-17.0470, 15.7442, 0.0473], [-16.7859, 16.6796, -0.2302], [-17.3910, 15.8111, 0.9946], [-15.8831, 14.7361, 0.2938], [-19.9432, 14.7618, 0.5289], [-18.6626, 13.6189, 0.4851], [-19.8985, 13.6556, -0.7735], [-15.2148, 15.2397, 0.9923], [-15.2794, 14.4881, -0.5793], [-16.3312, 13.8060, 0.6431], [-18.5865, 17.7621, 2.9197], [-18.6555, 19.4269, 2.8062], [-19.2485, 17.4884, 1.4709], [-17.0594, 17.8558, 2.1612], [-18.3435, 16.1311, 3.1353], [-17.8983, 17.9216, 4.4344], [-20.0929, 17.7006, 3.6226]]}